# 1
92
Properties=species:S:1:pos:R:3:mulliken_charge:R:1 method="wB97M-V/def2-TZVPD" total_charge=+3 e_tot_ev=-237447.1506 homo_energy_ha=-0.556 relative_energy_ev=0.0000
Re -1.2775 0.9107 -0.7008 -0.1396
Cl -3.9358 3.0647 5.7662 -0.1354
C -3.4465 2.2143 4.3720 0.4063
C -2.8935 2.8952 3.2970 -0.1989
Cl -2.6673 4.5898 3.3269 -0.1447
C -2.5068 2.1671 2.1810 1.2402
Cl -1.7804 2.9701 0.8219 -0.3041
C -2.6165 0.7939 2.0628 -1.9721
O -2.1607 0.1257 0.9945 0.1022
C -3.1584 0.1234 3.1664 0.4918
Cl -3.2130 -1.5989 3.1464 -0.1426
C -3.5745 0.8191 4.2981 0.2036
Cl -4.2104 -0.0354 5.6287 -0.1269
C -3.5507 -1.3165 -2.3660 -1.5772
P -2.0581 -1.3191 -1.3281 1.5021
C -2.5549 -2.4321 -0.0044 -1.7696
C -0.8095 -2.2196 -2.2807 0.4848
C -0.7439 -3.6065 -2.3834 -0.8692
C 0.2264 -4.1903 -3.1888 -1.0455
C 1.1214 -3.3971 -3.8966 -0.8052
C 1.0550 -2.0127 -3.8024 -0.8452
C 0.0912 -1.4258 -2.9884 0.3879
P -0.1569 0.3558 -2.8161 1.1930
C 1.4255 1.1310 -3.2540 -1.4495
C -1.0890 0.8092 -4.3189 -1.4183
H -3.9023 -2.3469 -2.4417 0.5047
H -3.3588 -0.9519 -3.3721 0.3585
H -4.3364 -0.7213 -1.8994 0.4328
H -2.8353 -3.3884 -0.4467 0.7664
H -3.4152 -2.0137 0.5084 0.4610
H -1.7598 -2.5678 0.7250 0.2691
H -1.4452 -4.2412 -1.8573 0.4269
H 0.2777 -5.2682 -3.2724 0.4900
H 1.8662 -3.8579 -4.5323 0.4877
H 1.7503 -1.4084 -4.3713 0.4140
H 2.2277 0.9025 -2.5582 0.0142
H 1.2923 2.2087 -3.3052 0.4409
H 1.7054 0.7970 -4.2541 0.7489
H -0.5968 0.3379 -5.1712 0.5640
H -1.0560 1.8891 -4.4629 0.4051
H -2.1240 0.4814 -4.3064 0.1920
C 3.3678 -2.2469 2.7969 -0.7581
Ge 2.0762 -2.9978 1.6123 0.3550
C 2.6455 -3.8161 -0.0245 -0.7175
C 0.4435 -3.6875 2.3608 -0.9450
Ge 0.6729 0.3795 0.5426 0.4854
C 0.5649 0.8668 2.4310 1.5439
C 0.0660 0.0351 3.4310 -0.2591
C -0.0373 0.4814 4.7431 -0.8939
C 0.3481 1.7741 5.0688 -0.8633
C 0.8463 2.6164 4.0824 -1.0360
C 0.9604 2.1649 2.7745 -0.0539
C 2.5671 0.1293 0.2084 1.2964
C 3.0319 -0.6751 -0.8450 0.0345
C 4.3911 -0.8345 -1.0706 -0.8982
C 5.3050 -0.1867 -0.2467 -0.8063
C 4.8599 0.5955 0.8151 -0.7959
C 3.5030 0.7299 1.0639 -1.2763
H 3.8330 -3.1329 3.2517 0.5276
H 2.9151 -1.6493 3.5856 0.3032
H 4.1321 -1.6879 2.2634 0.3068
H 2.6065 -4.8926 0.1823 0.5205
H 3.6587 -3.5211 -0.2807 0.3820
H 1.9657 -3.6211 -0.8554 0.0827
H 0.7943 -4.2305 3.2469 0.5370
H -0.0352 -4.3801 1.6717 0.4443
H -0.2739 -2.9451 2.7054 0.2710
H -0.2957 -0.9577 3.1946 0.1724
H -0.4358 -0.1752 5.5069 0.5311
H 0.2598 2.1268 6.0878 0.4887
H 1.1507 3.6246 4.3322 0.5143
H 1.3556 2.8454 2.0268 0.2904
H 2.3263 -1.1833 -1.4941 0.8762
H 4.7416 -1.4534 -1.8874 0.5998
H 6.3668 -0.2972 -0.4251 0.4452
H 5.5763 1.0879 1.4600 0.5011
H 3.1793 1.3082 1.9184 0.3752
C 1.0216 3.6563 -0.9733 -0.5525
C -0.1721 3.8810 -1.8630 -0.9819
O -1.1388 2.7592 -1.8539 0.1043
C -2.4673 3.2362 -2.2644 -0.7569
C -3.4710 2.1220 -2.1183 -0.9158
H 1.7843 4.3891 -1.2425 0.5487
H 1.4582 2.6681 -1.0997 -0.1450
H 0.7707 3.8117 0.0750 0.0973
H 0.0992 4.0346 -2.9078 0.5600
H -0.7310 4.7560 -1.5303 0.5974
H -2.3926 3.5900 -3.2929 0.5081
H -2.7169 4.0794 -1.6204 0.5364
H -3.2119 1.2631 -2.7309 -0.0341
H -4.4488 2.4661 -2.4604 0.5596
H -3.6220 1.8265 -1.0676 0.2491

# 2
13
Properties=species:S:1:pos:R:3:mulliken_charge:R:1 method="wB97M-V/def2-TZVPD" e_tot_ev=-19070.4262 homo_energy_ha=-0.337 relative_energy_ev=1.7405
H -2.5306 -1.3652 -0.5397 0.2181
N -1.7846 -0.6842 -0.5807 -0.5439
C -0.9309 -0.7884 0.3674 0.3723
N -0.9076 -1.4735 1.5863 -0.4368
C 0.2984 0.0453 0.2300 0.3550
S 1.7523 -0.2273 0.9628 -0.3453
O 0.0655 0.9332 -0.7205 -0.2723
C 1.1704 1.7381 -1.1177 -0.7162
H 0.0533 -1.6732 1.8341 0.1979
H -1.5254 -2.2897 1.6340 0.2667
H 1.5228 2.3372 -0.2583 0.3250
H 0.8356 2.3770 -1.8998 0.2486
H 1.9807 1.0709 -1.4979 0.3309

# 3
87
Properties=species:S:1:pos:R:3:mulliken_charge:R:1 method="wB97M-V/def2-TZVPD" total_charge=-2 e_tot_ev=-240852.1782 homo_energy_ha=-0.118 relative_energy_ev=5.8861
Zr -0.6807 -0.6031 -0.0706 0.9299
O -0.7629 0.7918 1.4205 1.0011
C -1.2395 1.9584 1.7371 -0.3870
C -0.8985 2.5557 2.9638 -0.4826
C -1.4668 3.7540 3.3237 -0.5648
C -2.3820 4.4132 2.4904 -0.8350
C -2.6721 3.8647 1.2638 -0.8013
C -2.0804 2.6592 0.8551 0.9113
C -2.2298 2.2732 -0.5216 -0.7696
N -1.5553 1.4100 -1.1938 0.4048
C -1.8651 1.4259 -2.6331 -1.1771
C -1.7171 0.0370 -3.2586 -0.7432
N -1.9600 -0.9172 -2.2024 0.6695
C -2.8338 -1.8332 -2.3603 -0.7218
C -3.4409 -2.5748 -1.2758 0.7856
C -4.2365 -3.6914 -1.5507 -0.3416
C -4.9782 -4.2922 -0.5575 -0.9443
C -4.9669 -3.7299 0.7241 -0.4893
C -4.2268 -2.6048 1.0131 -0.9178
C -3.4108 -2.0232 0.0279 0.6694
O -2.7088 -0.9495 0.2884 -0.3992
H -0.1995 2.0353 3.6037 0.4606
H -1.1944 4.1990 4.2737 0.4161
H -2.8341 5.3467 2.7981 0.3796
H -3.3393 4.3760 0.5773 0.3634
H -2.9676 2.8734 -1.0656 0.1316
H -1.1976 2.1346 -3.1291 0.3365
H -2.8915 1.7791 -2.7704 0.7277
H -0.7142 -0.0936 -3.6554 -0.0692
H -2.4263 -0.0794 -4.0859 0.5423
H -3.2463 -2.0116 -3.3615 0.2825
H -4.2493 -4.0863 -2.5620 0.3515
H -5.5633 -5.1785 -0.7659 0.3542
H -5.5548 -4.1833 1.5141 0.4221
H -4.2344 -2.1625 1.9990 0.6188
C 1.5966 1.1669 -2.6800 -0.9310
C 1.5643 -0.3068 -2.9117 0.5581
C 2.3439 -0.8402 -3.9746 -1.0874
C 2.2694 -2.1583 -4.2837 -1.3968
C 1.4521 -3.0132 -3.5022 1.3634
C 1.2805 -4.3979 -3.7325 0.1066
Br 2.1278 -5.2397 -5.2171 -0.2937
C 0.4980 -5.1551 -2.9099 -0.3973
C -0.1350 -4.5698 -1.8058 0.0621
Br -1.1687 -5.6582 -0.6611 -0.1780
C -0.0108 -3.2191 -1.5081 0.5513
O -0.5843 -2.6721 -0.4904 -0.2488
C 0.7732 -2.4274 -2.4183 -0.8020
N 0.8038 -1.0802 -2.1778 1.1574
H 1.3526 1.6986 -3.6043 0.3971
H 2.5945 1.4934 -2.3832 0.5307
H 0.9299 1.4888 -1.8849 -0.6438
H 2.9791 -0.1668 -4.5351 0.5747
H 2.8299 -2.5694 -5.1123 0.3356
H 0.3675 -6.2123 -3.0934 0.4359
F -2.6463 -2.1559 6.4468 -0.3334
C -2.0804 -2.3599 5.2008 0.6843
C -2.7818 -2.9378 4.1061 -0.8482
F -2.4852 -4.0640 3.3992 -0.2179
C -2.3884 -1.5920 3.8445 0.7774
F -3.2506 -0.5528 3.6424 -0.4875
C -0.9908 -1.4922 3.1966 0.6591
O -0.7099 -1.8148 2.0628 -0.3370
C -0.0773 -1.3530 4.4094 -0.3864
F -0.5060 -0.2064 5.1056 -0.2852
C -0.6189 -2.4710 5.0549 0.0610
F -0.0676 -3.6805 4.9327 -0.2785
O 3.2665 -1.6852 0.9255 -0.6402
C 2.1685 -1.2603 1.2101 -0.1067
O 1.3149 -0.7866 0.3388 -0.6158
H 1.7961 -1.2574 2.2472 0.2613
O 4.1973 6.1427 -1.8298 -0.7241
S 4.4930 4.7416 -1.6304 1.1477
O 5.3544 4.1298 -2.6161 -0.6932
N 3.1529 3.8754 -1.3879 -0.4835
C 3.0386 3.4456 -0.1332 0.2341
S 1.7423 2.6312 0.5154 -0.3120
C 4.2517 3.7706 0.7054 0.3393
C 4.5301 3.3968 2.0094 -0.3964
C 5.7371 3.7997 2.5647 -0.6627
C 6.6466 4.5640 1.8340 -0.3415
C 6.3687 4.9319 0.5232 -0.6681
C 5.1655 4.5133 -0.0100 -0.1588
H 3.8112 2.7979 2.5539 0.4847
H 5.9812 3.5098 3.5796 0.3727
H 7.5813 4.8667 2.2910 0.3541
H 7.0664 5.5189 -0.0602 0.3930

# 4
22
Properties=species:S:1:pos:R:3:mulliken_charge:R:1 method="wB97M-V/def2-TZVPD" total_charge=+1 e_tot_ev=-11999.7964 homo_energy_ha=-0.534 relative_energy_ev=2.0140
C -0.3092 -1.6834 -0.4993 -0.8079
O 0.9911 -2.0010 -0.8727 -0.4742
C -0.5490 -0.1831 -0.4789 0.1875
C -0.9968 0.2843 0.9526 -0.8111
C -1.7524 1.4956 1.0561 -0.6086
O -1.1005 2.5648 0.2734 -0.5828
N 0.6062 0.7006 -0.9818 -0.2708
H -0.3686 -2.1339 0.4155 0.3893
H -1.0342 -2.2800 -1.0587 0.3835
H 1.1037 -2.7750 -1.3910 0.2984
H -1.3038 -0.0001 -1.2715 0.4240
H -0.1470 0.3467 1.5728 0.3809
H -1.6833 -0.5573 1.3820 0.3383
H -1.8520 1.9573 1.9595 0.4656
H -2.7550 1.2178 0.8129 0.3322
H -1.0443 3.4095 0.7915 0.3275
H 0.8675 0.5214 -1.9362 0.3809
H 0.2137 1.6781 -1.0144 0.3793
H 1.5290 0.4753 -0.4477 0.2717
H 3.4595 -0.8537 -0.3769 0.3211
H 3.0571 -1.5688 0.6687 0.3209
O 3.0684 -0.6151 0.4439 -0.6457

Number 1: maximum force 1.1 eV/A. Number 2: maximum force 1.7 eV/A. Number 3: maximum force 0.7 eV/A. Number 4: maximum force 3.6 eV/A.